A cluster of 2 separate species, C2H5ClO2 in total in a non-equilibrium geometry. Source: OMol25; level of theory: the ωB97M-V functional and the def2-TZVPD basis.

Each line ends with the Mulliken charge.
Positions of all 10 atoms, in Å:
C  0.22913  -0.42610  -1.47636  -0.86
C  -0.53646  0.17949  -0.32934  0.41
O  -1.12820  -0.41383  0.53469  -0.59
O  1.16576  0.90965  1.80972  -0.57
Cl  0.23264  0.35073  3.02954  0.10
H  0.13379  0.26142  -2.34600  0.30
H  1.22315  -0.66832  -0.97094  0.26
H  -0.08862  -1.44566  -1.87043  0.28
H  -0.35465  1.28305  -0.45743  0.25
H  -0.87655  -0.03043  2.07654  0.43

- Energy above the lowest of the compared OMol25 structures with the same formula, charge and spin: 108.8 kcal/mol
- Frontier orbital gap: 9.3994 eV
- Charge: 0
- M: 96.51 g mol⁻¹
- Highest occupied orbital energy: -8.97 eV

=====

A cluster of 2 separate species, C5H5Br2NOS in total in a non-equilibrium geometry. Source: OMol25; level of theory: the ωB97M-V functional and the def2-TZVPD basis.

Each line ends with the Mulliken spin population.
Positions of all 15 atoms, in Å:
C  1.27242  0.02631  0.97705  0.00
C  -1.86179  0.98588  0.05633  0.73
C  1.50786  -0.35922  -0.15808  0.00
C  2.21855  -1.06365  -1.20146  0.00
C  -1.95487  -0.31440  0.68841  -0.01
N  -2.01269  1.72503  -0.87728  0.20
O  1.15647  0.71894  2.10322  0.00
S  -2.06871  3.03018  -1.65407  0.89
Br  -1.82342  -1.89504  -0.40900  0.17
Br  -3.92548  -0.25956  1.59712  0.01
H  1.50601  -1.31772  -2.14150  0.00
H  3.17079  -0.44385  -1.56125  0.00
H  2.71868  -2.06039  -0.84577  0.00
H  -1.18441  -0.43990  1.44858  0.00
H  1.28060  1.66738  1.97770  0.00

- Frontier orbital gap (alpha / beta): 6.0966 / 6.3534 eV
- Charge: 0
- Spin multiplicity: 3
- M: 286.98 g mol⁻¹
- Highest occupied orbital energy (alpha / beta): -6.86 / -9.13 eV
- <S²>: 2.01

=====

A structure of composition C4H10N4 in a non-equilibrium geometry. Source: OMol25; level of theory: the ωB97M-V functional and the def2-TZVPD basis.

Each line ends with the Mulliken spin population.
Positions of all 18 atoms, in Å:
C  -0.98261  0.08375  0.20826  0.73
C  0.95718  -0.20095  0.17645  0.63
C  -1.27302  1.18609  -0.78806  0.16
C  1.25686  -1.16422  -0.86804  0.16
N  -1.73203  0.11590  1.46238  0.07
N  -1.79060  -1.06518  0.56046  0.04
N  1.73100  -0.02878  1.30076  0.16
N  1.75218  1.03935  0.28476  0.01
H  -0.86629  0.78815  -1.81359  0.00
H  -0.68271  1.98087  -0.54072  0.00
H  -2.30705  1.67573  -0.75269  -0.03
H  1.61679  -0.73397  -1.75233  0.01
H  0.33860  -1.70036  -1.09600  0.01
H  2.05428  -1.95038  -0.57538  -0.03
H  -1.21121  -0.15203  2.26289  0.01
H  -2.74218  -1.07200  0.00587  0.03
H  1.19794  0.23270  2.14094  0.03
H  2.68287  0.96533  -0.21597  0.03

- Energy above the lowest of the compared OMol25 structures with the same formula, charge and spin: 74.3 kcal/mol
- Frontier orbital gap (alpha / beta): 5.1862 / 7.0900 eV
- Charge: 0
- Spin multiplicity: 3
- M: 114.15 g mol⁻¹
- Highest occupied orbital energy (alpha / beta): -4.07 / -9.70 eV
- <S²>: 2.01

=====

The molecule C15H23N3O4 in a non-equilibrium geometry. Source: OMol25; level of theory: the ωB97M-V functional and the def2-TZVPD basis.

Each line ends with the Mulliken charge.
Positions of all 45 atoms, in Å:
O  1.45763  -1.00212  2.24617  -0.68
O  -2.52807  -3.53099  -3.09888  -0.59
N  -3.60603  -0.48640  3.26966  -0.67
O  -0.55369  -3.73460  -2.03472  -0.39
O  -0.39859  -0.98947  -1.78501  -0.56
C  2.23152  -0.99270  1.31351  0.67
C  -1.58635  -3.01240  -2.51258  0.21
C  -2.34236  -0.72319  3.56052  -0.24
C  -3.61068  -0.33518  1.88054  -0.69
C  -2.36535  -0.48552  1.30779  -0.53
N  -1.56557  -0.80978  2.40066  0.16
N  1.86966  -0.36087  0.14214  -0.01
C  3.54413  -1.73756  1.38065  -1.31
C  1.55804  3.13957  0.77667  -1.46
C  1.85179  3.69766  -1.67739  -1.64
C  1.82232  2.59060  -0.63162  1.20
C  0.81112  1.48387  -1.04415  -1.63
C  -2.69900  -1.07311  -1.18307  -1.44
C  -0.51040  -0.69363  -0.37313  -0.39
C  -1.66331  -1.45745  -2.24127  0.32
C  0.60253  0.35762  -0.02677  -0.11
C  -1.92606  -0.26637  -0.12351  0.95
H  -0.75502  -4.62329  -2.31869  0.34
H  -1.90684  -0.82123  4.52708  0.43
H  -4.53677  -0.09803  1.34631  0.40
H  -0.56319  -1.04559  2.42986  0.20
H  2.43566  -0.52965  -0.66368  0.32
H  4.34460  -1.14965  0.94851  0.37
H  3.75306  -1.93069  2.44524  0.36
H  3.41719  -2.68567  0.87266  0.30
H  0.49485  3.26046  0.93796  0.29
H  2.00646  4.15536  0.91378  0.41
H  1.94262  2.50329  1.56558  0.31
H  1.91496  3.27511  -2.69798  0.38
H  2.75179  4.28240  -1.53833  0.45
H  0.97186  4.35016  -1.62209  0.34
H  2.80510  2.10016  -0.55795  0.17
H  1.21206  1.03838  -1.96723  0.41
H  -0.15192  1.93832  -1.33713  0.38
H  -3.47460  -0.49006  -1.63989  0.29
H  -3.16781  -1.94110  -0.71923  0.52
H  -0.29542  -1.62443  0.19992  0.47
H  -1.90313  -1.09783  -3.25453  0.49
H  0.29055  0.75179  0.92535  0.70
H  -1.97931  0.80378  -0.34177  0.50

- Energy above the lowest of the compared OMol25 structures with the same formula, charge and spin: 20.9 kcal/mol
- Frontier orbital gap: 8.9116 eV
- SMILES: CC(=O)N[C@@H](CC(C)C)[C@@H]1O[C@@H](C(=O)O)C[C@H]1c1cnc[nH]1
- Charge: 0
- M: 309.37 g mol⁻¹
- Highest occupied orbital energy: -8.46 eV

=====

A structure of composition C15H41Mn2N2O22S5 in a non-equilibrium geometry. Source: OMol25; level of theory: the ωB97M-V functional and the def2-TZVPD basis.

Each line ends with the Mulliken spin population.
Positions of all 87 atoms, in Å:
Mn  -3.68868  -3.33233  17.58138  4.94
Mn  -0.55090  -1.58162  18.14433  4.90
N  -3.59616  -0.52913  19.08149  0.00
O  -4.27709  -1.55818  18.72132  0.04
O  -4.10294  0.36896  19.67705  0.01
O  -2.37207  -0.55181  18.77361  0.02
N  -2.12710  -3.32759  20.34472  -0.01
O  -2.79088  -3.94948  19.43769  0.04
O  -2.61734  -3.05882  21.44129  0.02
O  -0.93910  -2.98258  20.04285  0.02
O  -1.85636  -2.60572  17.03870  0.03
H  -1.80158  -2.62878  16.08081  0.02
O  1.07624  -2.88528  18.06996  0.02
S  2.16672  -3.82562  17.93383  0.01
O  2.61328  -4.16103  16.63551  0.00
O  3.41241  -3.22498  18.70456  0.00
C  3.23796  -2.92242  20.10465  0.00
C  3.97797  -1.62958  20.37297  0.00
C  1.84531  -5.26180  18.94308  0.00
H  3.64486  -3.70846  20.74151  0.00
H  2.20074  -2.75691  20.41034  0.00
H  3.53854  -0.75416  19.88899  0.00
H  4.99526  -1.70388  19.97718  0.00
H  4.08957  -1.34457  21.41916  0.00
H  2.82183  -5.70317  19.13018  0.00
H  1.19294  -5.96945  18.43916  0.00
H  1.40071  -4.99413  19.89897  0.00
O  -3.28556  -1.10297  26.87185  0.00
S  -2.70979  -1.53527  25.64862  0.00
O  -1.43202  -1.00883  25.26788  0.00
O  -2.71304  -3.12305  25.70261  0.00
C  -2.10375  -3.85878  24.64153  0.00
C  -1.28664  -4.98241  25.22130  0.00
C  -3.84100  -1.20090  24.31059  0.00
H  -1.44720  -3.22207  24.03863  0.00
H  -2.84534  -4.23564  23.93401  0.00
H  -0.74968  -5.58083  24.48704  0.00
H  -1.90065  -5.68268  25.79750  0.00
H  -0.57870  -4.63413  25.97752  0.00
H  -3.46241  -1.65306  23.39807  0.00
H  -3.85106  -0.11254  24.24171  0.00
H  -4.82778  -1.55062  24.59352  0.00
O  0.32919  -0.53099  19.73512  0.00
S  0.45654  -0.22010  21.13650  0.00
O  1.15888  -1.15320  21.94921  0.00
O  1.14814  1.18920  21.21310  0.00
C  1.21625  1.95092  22.45278  0.00
C  2.08533  1.27578  23.50672  0.00
C  -1.16330  0.10618  21.79552  0.00
H  0.20300  2.14402  22.81209  0.00
H  1.61780  2.93066  22.19985  0.00
H  1.52190  0.48027  23.99579  0.00
H  2.49391  2.00552  24.20035  0.00
H  2.91236  0.73796  23.04082  0.00
H  -1.49358  1.04401  21.35574  0.00
H  -0.98634  0.17555  22.86580  0.00
H  -1.85430  -0.70699  21.60490  0.01
O  -5.86071  -3.64456  23.94759  0.00
S  -6.58358  -3.91293  22.73664  0.00
O  -6.49439  -5.20594  22.14684  0.00
O  -8.14360  -3.58092  22.93834  0.00
C  -8.44392  -2.28852  23.47490  0.00
C  -9.84731  -2.24856  24.03604  0.00
C  -6.16312  -2.66797  21.50422  0.00
H  -8.37520  -1.50008  22.71944  0.00
H  -7.75986  -2.06508  24.29772  0.00
H  -9.97542  -2.87750  24.91800  0.00
H  -10.59289  -2.52069  23.28872  0.00
H  -10.08592  -1.24712  24.39831  0.00
H  -6.02877  -1.69624  21.96838  0.00
H  -6.95692  -2.73457  20.76967  0.00
H  -5.18119  -2.99781  21.16121  0.00
O  -5.25424  -4.38653  18.51224  -0.04
S  -6.37981  -5.27884  18.29079  -0.01
O  -6.28092  -6.68554  18.41222  0.00
O  -7.53201  -4.75400  19.24084  -0.01
C  -8.67052  -5.66768  19.47107  0.00
C  -9.78751  -4.74511  19.91066  0.00
C  -7.09707  -4.88011  16.71995  0.00
H  -8.34051  -6.28904  20.29868  0.00
H  -8.94361  -6.22415  18.57952  0.00
H  -10.63317  -5.34981  20.23774  0.00
H  -10.11330  -4.13090  19.06787  0.00
H  -9.48452  -4.06002  20.69769  0.00
H  -6.36750  -4.96170  15.91890  0.00
H  -7.51328  -3.87525  16.78154  0.00
H  -7.94269  -5.54881  16.57716  0.00

- Frontier orbital gap (alpha / beta): 9.0882 / 8.5197 eV
- Charge: +1
- Spin multiplicity: 11
- M: 871.70 g mol⁻¹
- Highest occupied orbital energy (alpha / beta): -12.68 / -12.68 eV
- <S²>: 30.01

=====

A cluster of 2 separate species, C2H8S2 in total in a non-equilibrium geometry. Source: OMol25; level of theory: the ωB97M-V functional and the def2-TZVPD basis.

Each line ends with the Mulliken spin population.
Positions of all 12 atoms, in Å:
S  1.66964  -0.13476  -2.79806  0.00
H  0.56617  -0.76215  -2.41703  0.00
H  2.28225  -0.66800  -1.77244  0.00
C  -1.47308  0.98960  0.25709  -0.03
S  -1.31892  -0.48570  1.26214  0.91
C  0.45231  -0.73024  1.31122  -0.04
H  -1.20052  0.77003  -0.77710  0.04
H  -2.46326  1.43186  0.21787  0.00
H  -0.77217  1.68328  0.72753  0.03
H  0.74168  -0.89821  0.27628  0.05
H  0.69974  -1.44745  2.08197  0.00
H  0.81615  0.25175  1.63053  0.04

- Energy above the lowest of the compared OMol25 structures with the same formula, charge and spin: 8.2 kcal/mol
- Frontier orbital gap (alpha / beta): 9.7511 / 4.5349 eV
- Charge: +1
- Spin multiplicity: 2
- M: 96.22 g mol⁻¹
- Highest occupied orbital energy (alpha / beta): -13.15 / -13.14 eV
- <S²>: 0.75

=====

A structure of composition C27H35IrN2O in a non-equilibrium geometry. Source: OMol25; level of theory: the ωB97M-V functional and the def2-TZVPD basis.

Each line ends with the Mulliken spin population.
Positions of all 66 atoms, in Å:
C  -0.23704  2.30741  -1.09438  0.36
C  0.35617  1.13475  -1.63024  0.05
C  1.67462  0.99015  -1.07279  0.15
C  1.87775  2.07177  -0.13914  0.17
C  0.65707  2.85301  -0.11722  0.08
Ir  0.44965  0.84334  0.77046  1.19
C  1.74691  -1.17637  3.52970  0.72
C  0.67691  -0.50053  2.81923  0.67
H  -0.15769  -1.07729  2.37673  0.07
C  0.57596  0.92630  2.71936  -0.01
H  1.50711  1.39780  3.02917  0.02
H  -0.28555  1.37685  3.21547  0.06
C  1.36206  -2.63588  3.49316  0.07
H  0.47648  -2.77573  2.88856  0.01
H  2.07585  -3.16639  2.88824  0.01
H  1.19844  -3.31140  4.36020  0.02
C  2.92040  -0.98778  2.61015  0.06
H  2.58959  -0.50422  1.68880  0.06
H  3.90426  -0.50001  2.83945  0.04
H  3.20939  -1.94281  2.19400  -0.01
C  -0.25359  0.27063  -2.67293  0.11
H  -1.29907  0.02977  -2.43356  -0.06
H  -0.23964  0.75696  -3.66291  0.00
H  0.27499  -0.68402  -2.74203  0.00
C  2.69637  0.00774  -1.54519  0.01
H  2.27659  -1.00247  -1.47807  -0.01
H  2.96724  0.19481  -2.59431  0.01
H  3.59968  0.07056  -0.93413  0.00
C  3.13033  2.43945  0.58427  -0.03
H  3.94236  1.76411  0.30921  0.00
H  3.42276  3.46950  0.35135  0.01
H  2.97084  2.37683  1.66563  0.01
C  0.44280  4.09865  0.66731  -0.02
H  1.05188  4.09115  1.57433  0.00
H  0.71682  4.98680  0.08362  0.00
H  -0.61073  4.20170  0.94740  0.00
C  -1.56499  2.86527  -1.47366  0.01
H  -2.06916  3.33236  -0.61799  0.00
H  -1.45641  3.63496  -2.25232  0.02
H  -2.22547  2.08804  -1.87812  0.01
C  0.02292  -2.80951  -2.20208  0.88
C  0.78120  -3.14095  -0.96596  0.00
C  0.20680  -3.54708  -3.32387  -0.03
C  2.07960  -3.64930  -1.17062  0.04
H  0.82448  -2.96564  0.16023  0.02
C  1.48851  -4.20555  -3.43325  0.06
H  -0.52991  -3.57965  -4.09964  0.03
C  2.45292  -4.20405  -2.39300  -0.02
H  2.78736  -3.69447  -0.35895  0.00
H  1.60056  -4.71474  -4.37375  0.01
H  3.41138  -4.70670  -2.55628  0.00
N  -5.92368  -0.37967  -1.13049  0.00
C  -4.55164  -0.36784  -1.15059  0.00
O  -3.89699  -0.64335  -2.15967  0.00
C  -3.88371  0.12378  0.09788  0.03
C  -4.54275  0.90988  1.05651  0.01
C  -3.75724  1.60501  1.96498  -0.01
C  -2.36725  1.52989  1.88113  0.03
N  -1.72780  0.68883  1.04158  0.10
C  -2.48733  -0.04431  0.18736  -0.01
H  -6.37445  -0.82042  -1.92403  0.00
H  -6.44062  -0.37456  -0.27035  0.00
H  -5.62827  1.00031  1.06576  0.00
H  -4.17832  2.24539  2.73278  0.00
H  -1.76477  2.16880  2.52468  0.00
H  -1.95294  -0.73989  -0.46716  0.00

- Energy above the lowest of the compared OMol25 structures with the same formula, charge and spin: 74.6 kcal/mol
- Frontier orbital gap (alpha / beta): 5.6554 / 6.7056 eV
- Charge: +1
- Spin multiplicity: 6
- M: 595.81 g mol⁻¹
- Highest occupied orbital energy (alpha / beta): -8.76 / -11.35 eV
- <S²>: 8.78

=====

A structure of composition C27H22IrN7 in a non-equilibrium geometry. Source: OMol25; level of theory: the ωB97M-V functional and the def2-TZVPD basis.

Each line ends with the Mulliken charge.
Positions of all 57 atoms, in Å:
Ir  0.84803  0.36339  -0.48439  0.94
C  -2.70543  -3.27708  -1.92133  -0.58
C  -1.65501  -2.89264  -2.74869  -0.72
C  -0.49238  -2.38796  -2.20727  -0.10
C  -0.34952  -2.28657  -0.81095  -0.40
C  -1.39645  -2.73279  0.01969  0.03
C  -2.56178  -3.21037  -0.53951  -0.86
N  0.76782  -1.68902  -0.27273  -0.08
C  1.56410  -2.21316  0.68315  0.34
C  1.60978  -3.55735  1.08807  -0.63
C  2.47300  -3.93381  2.10001  -0.67
C  3.32242  -3.00449  2.70347  -0.72
C  3.33147  -1.67494  2.29756  -0.56
C  2.46145  -1.27634  1.29132  0.79
N  2.31607  -0.00636  0.81195  0.75
N  3.03474  0.97509  1.28794  -1.00
C  2.73992  2.15902  0.78301  0.32
C  3.43848  3.32399  1.17392  -0.56
C  3.10841  4.52169  0.60147  -0.32
C  2.06975  4.56673  -0.34139  -0.83
C  1.40284  3.40722  -0.67133  0.07
N  1.71346  2.22240  -0.14280  -0.20
H  -3.63176  -3.63249  -2.34628  0.48
H  -1.74916  -2.99298  -3.81885  0.50
H  0.33567  -2.10165  -2.83891  0.54
H  -1.28274  -2.66964  1.09228  0.51
H  -3.36861  -3.53101  0.10411  0.43
H  0.96656  -4.27415  0.60339  0.56
H  2.49258  -4.96017  2.43140  0.45
H  3.98321  -3.32013  3.49488  0.43
H  3.97917  -0.94139  2.74960  0.52
H  4.21029  3.21805  1.91895  0.51
H  3.63551  5.42339  0.87582  0.45
H  1.77839  5.49291  -0.80724  0.44
H  0.58782  3.42784  -1.38191  0.42
N  -2.50114  1.12929  -0.29838  0.15
C  -1.97712  1.08992  0.97392  0.63
C  -2.84328  1.42452  2.02969  -1.11
C  -2.37773  1.39653  3.32346  -0.43
C  -1.05404  1.03077  3.56042  -1.00
C  -0.27187  0.70033  2.47881  -0.15
N  -0.71907  0.72610  1.21791  0.29
C  -2.00529  1.01600  -1.57539  0.52
C  -2.94526  1.10224  -2.61917  -0.78
C  -2.53509  1.06356  -3.93004  -0.62
C  -1.16954  0.95118  -4.19641  -0.76
C  -0.30590  0.84962  -3.13235  -0.50
N  -0.69823  0.86176  -1.84182  0.62
H  -3.49568  1.32966  -0.29103  0.21
H  -3.86841  1.69158  1.82441  0.48
H  -3.03394  1.64459  4.14296  0.45
H  -0.65009  1.00484  4.55978  0.49
H  0.75429  0.39793  2.61718  0.34
H  -3.99058  1.20566  -2.37987  0.49
H  -3.25098  1.14002  -4.73469  0.47
H  -0.80178  0.94840  -5.20880  0.48
H  0.76261  0.76027  -3.29898  0.49

- Frontier orbital gap (alpha / beta): 4.8665 / 4.8924 eV
- Charge: +2
- M: 636.74 g mol⁻¹
- Highest occupied orbital energy (alpha / beta): -13.23 / -13.24 eV